{
  "formula": "C27H49N2O5",
  "method": "ωB97M-V with the def2-TZVPD basis set",
  "spin_multiplicity": 1,
  "orbital_gap_ev": 8.08,
  "total_charge": 1,
  "relative_energy_ev": 5.379,
  "symbols": ["H", "H", "C", "N", "H", "H", "H", "H", "C", "H", "C", "H", "C", "C", "H", "H", "C", "C", "H", "H", "H", "H", "H", "C", "H", "C", "H", "H", "H", "C", "O", "H", "N", "H", "H", "C", "C", "H", "H", "C", "C", "C", "C", "H", "H", "H", "H", "C", "H", "O", "H", "C", "H", "H", "O", "C", "H", "H", "C", "C", "H", "H", "H", "C", "H", "H", "H", "H", "H", "H", "H", "H", "C", "C", "C", "H", "O", "H", "C", "C", "O", "H", "H"],
  "positions_angstrom": [[-3.12, 4.82, -1.55], [-0.71, -7.46, 3.91], [4.63, 1.28, -2.95], [0.01, 0.79, -3.79], [3.51, 2.83, -0.16], [3.14, 2.25, -4.63], [-1.43, 1.73, -2.47], [-6.71, -4.68, 2.47], [-4.84, -0.04, 0.12], [-0.53, 0.48, -0.23], [-3.51, -0.75, 0.04], [2.01, 1.59, -2.50], [6.09, 1.56, -2.18], [-5.68, -3.00, 3.29], [-5.49, -0.55, 0.83], [-4.68, 0.98, 0.47], [6.67, 0.48, -1.09], [-5.07, -2.38, 4.52], [-7.14, -4.30, 4.15], [3.83, 1.26, 0.61], [1.80, -0.25, -4.73], [6.29, -0.62, -1.29], [-5.30, 0.00, -0.87], [-6.31, -4.35, 3.44], [3.84, -0.78, -3.52], [3.66, 2.33, 0.80], [-4.65, -1.40, 4.26], [4.58, 4.51, -5.27], [-1.96, -8.65, 4.32], [-2.53, -5.58, 2.77], [5.83, 2.22, 1.78], [7.93, 3.12, -1.97], [1.44, -0.05, -1.20], [2.77, 2.43, 1.43], [-1.59, -5.07, 3.02], [0.16, 0.81, -1.13], [6.44, 4.07, -3.64], [-2.52, -5.90, 1.73], [-1.31, 3.26, 0.63], [2.15, 0.41, -2.47], [4.17, 2.41, -4.06], [4.85, 2.91, 1.50], [6.93, 2.95, -2.56], [3.97, 4.58, 2.52], [-5.85, -2.23, 5.28], [-3.35, -4.87, 2.92], [4.12, -0.65, -1.64], [-2.29, 2.86, 0.34], [0.75, -1.23, -3.46], [-3.70, -6.85, 4.42], [-1.40, -0.23, -2.46], [-3.13, 5.14, -0.50], [2.01, 0.20, -0.37], [-5.57, -5.08, 3.78], [-5.65, -2.43, 2.20], [-0.76, 0.75, -2.48], [-2.24, 2.43, -0.66], [7.05, 5.07, -3.87], [-3.52, -2.18, -0.43], [1.20, -0.16, -3.73], [0.41, 1.75, -3.98], [-3.92, -2.24, -1.44], [0.51, 1.92, -0.92], [5.00, 3.77, -4.44], [7.86, 0.43, -1.15], [-1.64, -8.28, 2.61], [-2.56, 2.06, 1.04], [-2.19, 5.64, -0.25], [1.22, -1.08, -1.21], [4.71, 4.97, 0.93], [-3.95, 5.84, -0.36], [-4.27, -3.01, 4.90], [-2.73, -6.77, 3.67], [-1.69, -7.86, 3.62], [4.81, 4.38, 1.84], [6.36, 0.81, -0.01], [-2.46, -0.18, 0.34], [5.74, 4.66, 2.35], [-3.33, 3.95, 0.40], [3.72, -0.07, -2.57], [-4.30, 3.87, 1.14], [-4.11, -2.79, 0.26], [-2.49, -2.57, -0.43]],
  "lowdin_charge": [0.08, 0.09, -0.11, -0.11, 0.08, 0.08, 0.14, 0.09, 0.00, 0.12, -0.46, 0.15, -0.13, -0.48, 0.07, 0.07, -0.11, -0.01, 0.09, 0.07, 0.14, 0.08, 0.10, -0.01, 0.13, -0.04, 0.09, 0.09, 0.09, -0.02, 0.05, 0.09, 0.05, 0.09, 0.09, -0.13, -0.05, 0.09, 0.09, -0.25, -0.05, -0.48, -0.02, 0.09, 0.09, 0.06, 0.11, -0.04, 0.15, 0.05, 0.14, -0.02, 0.16, 0.06, 0.03, -0.17, 0.05, 0.10, -0.01, -0.14, 0.12, 0.09, 0.15, -0.06, 0.10, 0.09, 0.07, 0.09, 0.19, 0.09, 0.09, 0.09, -0.48, -0.02, -0.02, 0.06, -0.01, 0.09, -0.48, -0.11, 0.06, 0.07, 0.08]
}



{
  "formula": "C5H9N7S",
  "method": "ωB97M-V with the def2-TZVPD basis set",
  "spin_multiplicity": 1,
  "orbital_gap_ev": 7.58,
  "total_charge": 0,
  "relative_energy_ev": 4.248,
  "symbols": ["H", "N", "N", "N", "N", "H", "C", "H", "H", "N", "H", "S", "N", "H", "C", "H", "C", "C", "N", "H", "H", "C"],
  "positions_angstrom": [[-2.82, -2.25, 0.59], [-0.14, 2.30, -1.41], [-0.99, -3.34, 0.06], [-0.15, -3.87, 1.05], [-1.51, -2.70, 2.15], [2.00, -0.69, 1.72], [-0.26, 1.11, -0.78], [1.48, 3.33, -2.20], [-0.92, 2.73, -1.99], [0.69, 0.63, -0.04], [-1.35, -4.06, -0.56], [-1.86, 0.36, -0.56], [-0.49, -3.42, 2.30], [1.69, 2.32, -0.82], [-1.80, -2.47, 0.87], [0.68, -4.52, 0.79], [0.30, -0.45, 0.68], [1.11, 3.02, -1.28], [1.21, -1.12, 1.45], [0.75, -1.57, 2.14], [0.95, 4.04, -0.75], [-0.99, -0.80, 0.44]],
  "lowdin_charge": [0.11, -0.08, 0.01, -0.07, -0.02, 0.05, -0.65, 0.05, 0.16, 0.08, 0.12, 0.97, 0.02, 0.03, -0.31, 0.18, -0.49, -0.08, 0.16, 0.01, 0.12, -0.39]
}



{
  "formula": "C8H14O3Si2",
  "method": "ωB97M-V with the def2-TZVPD basis set",
  "spin_multiplicity": 1,
  "orbital_gap_ev": 9.56,
  "total_charge": 0,
  "smiles": "C=C[Si](=O)C=C.C=C[Si](=O)O.C=C",
  "relative_energy_ev": 4.414,
  "symbols": ["H", "H", "H", "C", "H", "H", "C", "H", "O", "H", "H", "H", "O", "C", "C", "Si", "H", "C", "H", "C", "C", "H", "H", "O", "Si", "H", "C"],
  "positions_angstrom": [[0.89, 1.76, 2.87], [-1.10, 3.63, 0.54], [0.24, -0.83, -1.13], [0.43, -3.92, 2.15], [1.35, 0.67, -3.62], [0.55, -4.91, 2.42], [1.18, 0.29, -2.56], [0.02, -1.16, -3.04], [0.67, 2.19, 2.03], [0.54, -3.87, 1.12], [0.92, 3.53, -1.45], [-1.95, 0.59, 1.03], [0.07, -0.06, 3.53], [0.37, -2.96, 3.07], [0.39, -0.67, -2.25], [1.47, 2.14, 0.64], [-1.11, 4.55, -0.96], [-1.78, -0.39, 0.51], [1.77, 0.76, -1.77], [-0.65, 3.92, -0.33], [-0.99, -1.32, 1.01], [-2.31, -0.34, -0.46], [-0.86, -2.13, 0.21], [2.75, 1.46, 0.20], [-0.06, -1.20, 2.60], [0.41, -3.41, 4.08], [0.55, 3.40, -0.49]],
  "lowdin_charge": [0.05, 0.02, 0.05, -0.05, 0.09, 0.03, -0.09, 0.01, -0.13, 0.03, 0.03, 0.08, -0.29, -0.20, -0.08, 0.44, 0.03, -0.07, 0.00, -0.02, -0.25, 0.08, 0.08, -0.31, 0.57, 0.07, -0.17]
}



{
  "formula": "C28H20ClN3O7Ti",
  "method": "ωB97M-V with the def2-TZVPD basis set",
  "spin_multiplicity": 1,
  "orbital_gap_ev": [3.70, 3.70],
  "total_charge": -2,
  "symbols": ["H", "C", "O", "C", "H", "C", "H", "C", "H", "C", "C", "C", "O", "C", "Cl", "H", "Ti", "N", "C", "C", "C", "C", "C", "C", "O", "H", "H", "N", "H", "O", "C", "H", "C", "O", "C", "O", "C", "C", "N", "C", "C", "C", "H", "H", "H", "H", "H", "H", "H", "C", "H", "H", "C", "C", "H", "C", "C", "O", "C", "H"],
  "positions_angstrom": [[1.47, -5.12, 1.66], [-1.82, 3.75, -1.03], [2.37, -0.30, -1.47], [3.90, -0.69, 4.59], [-4.19, 0.63, -3.92], [-3.23, 0.01, -0.22], [4.17, -1.80, 2.77], [3.67, -0.97, 3.25], [3.43, 0.61, 6.24], [0.45, -2.45, 1.77], [-4.52, 1.18, -1.87], [-3.93, 0.44, -2.88], [2.63, -0.46, 1.21], [1.18, -3.12, 0.83], [-5.73, 2.39, -2.27], [-2.95, 5.52, -1.45], [1.14, -0.35, 0.13], [-0.09, 2.21, 0.56], [2.42, -2.61, -1.11], [-2.47, 4.64, -1.86], [2.79, -0.20, 2.48], [2.35, 1.13, 4.47], [3.03, -3.83, -1.11], [-4.15, 0.99, -0.54], [0.02, 0.58, -1.03], [-2.52, -1.09, -3.37], [-1.90, 3.07, -4.81], [0.79, 1.36, 1.17], [3.82, -4.05, -1.82], [0.10, -1.20, 1.54], [-3.00, -0.53, -2.57], [0.60, 2.45, 2.89], [1.74, -4.44, 0.85], [-0.01, -3.02, 2.94], [-2.50, 4.40, -3.23], [-0.56, 1.36, -3.50], [-0.41, 1.75, -0.63], [2.84, -1.41, -1.95], [1.44, -2.29, -0.26], [-2.62, -0.82, -1.22], [1.10, 1.62, 2.40], [-1.20, 2.39, -2.93], [-1.79, 3.91, 0.04], [4.57, -1.32, 5.16], [-1.59, -2.17, 0.11], [-2.94, -0.13, 0.82], [1.82, 1.96, 4.94], [-4.58, 1.61, 0.23], [-0.18, 0.81, -2.79], [2.63, -4.79, -0.11], [-1.29, -2.42, -1.70], [-3.02, 5.09, -3.89], [-1.88, 3.28, -3.75], [-1.74, -1.84, -0.91], [3.08, -5.78, -0.11], [2.07, 0.86, 3.12], [-1.17, 2.62, -1.53], [3.57, -1.52, -2.92], [3.24, 0.38, 5.19], [-0.43, -2.29, 3.41]],
  "lowdin_charge": [0.10, -0.03, -0.10, -0.10, 0.09, -0.08, 0.12, 0.00, 0.08, -0.47, -0.73, -0.17, -0.13, -0.22, 0.52, 0.09, 1.16, 0.09, -0.21, -0.12, -0.30, -0.06, -0.05, -0.17, -0.15, 0.10, 0.11, -0.09, 0.09, -0.14, -0.09, 0.13, -0.04, 0.05, -0.11, 0.08, -0.36, -0.56, -0.01, -0.37, -0.04, -0.26, 0.10, 0.09, 0.02, 0.10, 0.10, 0.09, 0.09, -0.12, 0.03, 0.09, -0.02, -0.06, 0.08, -0.14, -0.08, 0.03, -0.13, 0.10]
}



{
  "formula": "C10H16O",
  "method": "ωB97M-V with the def2-TZVPD basis set",
  "spin_multiplicity": 1,
  "orbital_gap_ev": 9.31,
  "total_charge": 0,
  "smiles": "Cc1ccc(O)cc1.CCC",
  "relative_energy_ev": 3.975,
  "symbols": ["H", "C", "H", "H", "H", "H", "C", "C", "O", "H", "C", "H", "H", "C", "H", "H", "C", "H", "C", "H", "C", "H", "H", "H", "C", "C", "H"],
  "positions_angstrom": [[1.68, 3.50, -1.99], [-0.28, -0.28, 1.46], [1.88, 4.15, -0.31], [-3.81, 0.26, -1.46], [0.94, 1.87, -1.37], [2.19, 0.48, 0.86], [-1.08, 0.27, 0.49], [-1.73, -0.31, -0.61], [0.83, -2.44, 1.92], [0.32, -3.16, 2.33], [-0.84, -2.23, 0.11], [-1.97, -2.12, -1.82], [-2.21, 0.17, -2.61], [-1.57, -1.68, -0.88], [2.34, 0.23, -0.73], [-2.81, 1.49, -1.53], [2.20, 3.53, -1.11], [3.13, 3.42, -1.48], [2.55, 0.97, -0.03], [-1.22, 1.37, 0.49], [1.68, 2.15, -0.45], [3.59, 1.22, 0.10], [-0.01, 0.26, 2.41], [0.99, 2.51, 0.30], [-2.67, 0.43, -1.61], [-0.10, -1.66, 1.21], [-0.58, -3.27, -0.01]],
  "lowdin_charge": [0.02, -0.03, 0.06, 0.10, 0.13, 0.05, -0.09, -0.27, 0.01, 0.11, -0.06, 0.13, 0.09, -0.05, 0.05, 0.05, -0.07, 0.02, -0.10, 0.11, -0.28, 0.07, 0.14, 0.06, -0.07, -0.29, 0.11]
}



{
  "formula": "C2H2FN3O",
  "method": "ωB97M-V with the def2-TZVPD basis set",
  "spin_multiplicity": 1,
  "orbital_gap_ev": 9.67,
  "total_charge": 0,
  "smiles": "[O-][N+]#CF.N#CN",
  "relative_energy_ev": 4.320,
  "symbols": ["N", "N", "F", "H", "H", "C", "O", "N", "C"],
  "positions_angstrom": [[-0.37, -0.76, -1.48], [-2.22, -0.13, 0.08], [1.84, 1.87, -0.25], [-1.72, 0.20, 0.88], [-2.95, 0.47, -0.28], [-1.34, -0.63, -0.86], [2.43, -1.42, 1.01], [2.08, -0.36, 0.61], [2.24, 0.76, 0.31]],
  "lowdin_charge": [0.12, 0.07, 0.13, 0.09, 0.09, -0.33, 0.02, -0.11, -0.08]
}